(1)
DFT (ωB97M-V/def2-TZVPD) results for C53H43As2Cl3I2IrNO2Si2 as an isolated structure.

Each line ends with the Mulliken spin population.
Element x y z (Å)
1 Ir -0.078 -0.357 0.409  0.640
2 I -4.087 2.698 -0.891  0.000
3 C -2.271 3.173 -0.012  0.000
4 C -1.931 4.528 0.200  0.000
5 C -0.698 4.891 0.663  0.000
6 I -0.288 6.910 0.970  0.000
7 C 0.301 3.901 0.875  -0.004
8 C 1.627 4.151 1.282  0.002
9 C 2.523 3.124 1.331  0.000
10 C 2.108 1.831 0.994  0.002
11 N 0.859 1.536 0.691  0.021
12 C -0.057 2.563 0.637  -0.008
13 C -1.364 2.179 0.279  0.000
14 O -1.618 0.880 0.166  -0.057
15 H -2.673 5.284 -0.016  0.000
16 H 1.927 5.162 1.522  -0.001
17 H 3.557 3.281 1.603  0.000
18 H 2.815 1.024 0.973  0.006
19 C 2.986 -2.608 0.571  0.001
20 C 3.830 -1.387 0.171  0.005
21 As 4.030 -0.680 -1.701  0.001
22 C 2.590 0.688 -1.868  -0.027
23 C 1.257 0.379 -2.177  0.040
24 C 0.319 1.371 -2.456  0.026
25 C 0.680 2.710 -2.428  -0.001
26 C 1.998 3.032 -2.149  0.029
27 C 2.937 2.036 -1.879  -0.010
28 C 5.500 0.529 -1.244  0.000
29 C 6.322 0.903 -2.304  0.000
30 C 7.379 1.783 -2.110  0.000
31 C 7.633 2.292 -0.846  0.000
32 C 6.829 1.917 0.222  0.000
33 C 5.769 1.044 0.024  0.000
34 As 1.188 -2.486 -0.125  0.054
35 C 1.421 -2.893 -2.014  -0.007
36 C 0.310 -2.801 -2.854  -0.006
37 C 0.376 -3.262 -4.156  -0.001
38 C 1.549 -3.843 -4.625  0.000
39 C 2.642 -3.966 -3.786  0.000
40 C 2.580 -3.496 -2.479  0.002
41 C 0.262 -4.135 0.248  0.005
42 C -0.991 -4.371 -0.306  -0.007
43 C -1.528 -5.646 -0.277  0.000
44 C -0.830 -6.684 0.324  0.000
45 C 0.415 -6.448 0.887  0.001
46 C 0.972 -5.177 0.834  0.000
47 H 2.889 -2.643 1.658  0.001
48 H 3.449 -3.541 0.257  0.000
49 H 4.869 -1.618 0.415  0.000
50 H 3.546 -0.562 0.809  0.001
51 H 0.947 -0.633 -2.382  0.007
52 H -0.695 1.082 -2.711  -0.002
53 H -0.047 3.483 -2.641  0.001
54 H 2.314 4.068 -2.143  0.000
55 H 3.953 2.344 -1.671  0.003
56 H 6.137 0.504 -3.295  0.000
57 H 8.006 2.063 -2.946  0.000
58 H 8.460 2.972 -0.690  0.000
59 H 7.033 2.300 1.214  0.000
60 H 5.168 0.765 0.881  0.000
61 H -0.618 -2.372 -2.492  -0.009
62 H -0.488 -3.179 -4.802  0.000
63 H 1.603 -4.207 -5.642  0.000
64 H 3.552 -4.430 -4.142  0.000
65 H 3.446 -3.612 -1.843  0.000
66 H -1.553 -3.577 -0.780  -0.008
67 H -2.508 -5.819 -0.701  0.000
68 H -1.261 -7.676 0.361  0.000
69 H 0.964 -7.254 1.356  0.000
70 H 1.956 -5.015 1.255  0.000
71 Cl 2.549 -0.411 3.197  -0.002
72 Si 0.571 -0.600 2.632  0.007
73 Cl -0.381 0.889 3.634  -0.004
74 Cl 0.090 -2.412 3.421  -0.003
75 O -1.448 -1.650 0.736  0.335
76 Si -3.072 -1.611 1.176  -0.053
77 C -4.059 -1.091 -0.318  0.004
78 C -3.510 -1.131 -1.601  0.005
79 C -4.263 -0.807 -2.719  -0.003
80 C -5.590 -0.425 -2.572  0.000
81 C -6.152 -0.362 -1.305  0.000
82 C -5.391 -0.691 -0.191  0.000
83 C -3.397 -0.509 2.646  0.003
84 C -3.408 -1.066 3.930  0.004
85 C -3.663 -0.282 5.046  0.000
86 C -3.931 1.071 4.897  0.001
87 C -3.952 1.637 3.629  -0.001
88 C -3.684 0.852 2.519  0.005
89 C -3.583 -3.337 1.714  0.000
90 C -4.919 -3.703 1.513  0.001
91 C -5.409 -4.927 1.949  0.000
92 C -4.573 -5.813 2.611  0.000
93 C -3.245 -5.470 2.822  0.000
94 C -2.758 -4.253 2.368  0.005
95 H -2.465 -1.400 -1.731  -0.004
96 H -3.818 -0.845 -3.706  0.000
97 H -6.182 -0.175 -3.443  0.000
98 H -7.183 -0.053 -1.183  0.000
99 H -5.841 -0.614 0.793  0.000
100 H -3.218 -2.125 4.061  0.000
101 H -3.664 -0.730 6.032  0.000
102 H -4.137 1.680 5.767  0.000
103 H -4.181 2.688 3.506  0.000
104 H -3.718 1.295 1.535  -0.002
105 H -5.598 -3.033 1.000  0.000
106 H -6.446 -5.183 1.775  0.000
107 H -4.954 -6.764 2.959  0.000
108 H -2.579 -6.158 3.328  0.000
109 H -1.710 -4.030 2.513  0.000

Values from the calculation:
Charge ... +1
HOMO level (spin up / spin down) ... -10.436 / -10.413 eV
Orbital gap (spin up / spin down) ... 6.58 / 5.40 eV
2S+1 ... 2

***

(2)
DFT (ωB97M-V/def2-TZVPD) results for C53H43Br2IN9O7RbS5 as an isolated structure in a non-equilibrium geometry.

Each line ends with the Löwdin charge.
Element x y z (Å)
1 Rb -0.471 -0.261 -0.802  0.715
2 N 5.938 0.610 -6.748  0.072
3 C 5.330 0.629 -5.480  -0.334
4 C 5.338 1.794 -4.711  -0.043
5 C 4.733 1.820 -3.468  -0.074
6 C 4.121 0.678 -2.966  -0.266
7 C 4.179 -0.502 -3.693  -0.072
8 C 4.774 -0.527 -4.946  -0.037
9 S 3.285 0.647 -1.382  0.589
10 O 3.096 -0.762 -1.113  -0.311
11 O 4.181 1.352 -0.480  -0.329
12 N 1.837 1.290 -1.373  -0.175
13 C 1.389 2.395 -1.990  -0.469
14 N 0.152 2.820 -1.602  0.109
15 C -0.363 3.843 -2.252  -0.150
16 C 0.287 4.512 -3.283  -0.089
17 C 1.557 4.045 -3.567  -0.163
18 N 2.118 3.026 -2.942  0.123
19 H 5.962 1.513 -7.194  0.073
20 H 5.566 -0.097 -7.361  0.075
21 H 5.809 2.689 -5.105  0.102
22 H 4.743 2.720 -2.874  0.105
23 H 3.753 -1.398 -3.260  0.106
24 H 4.788 -1.444 -5.527  0.107
25 H -1.351 4.156 -1.921  0.107
26 H -0.160 5.343 -3.810  0.080
27 H 2.165 4.515 -4.340  0.099
28 S -0.146 -5.542 -3.471  1.102
29 C 0.146 -6.773 -4.612  -0.425
30 C 1.419 -7.259 -4.527  -0.209
31 C 2.158 -6.630 -3.494  -0.145
32 C 1.437 -5.678 -2.819  -0.468
33 C 1.909 -4.834 -1.711  -0.192
34 C 1.030 -4.321 -0.727  -0.086
35 N 1.407 -3.517 0.235  0.171
36 C 2.701 -3.158 0.313  -0.161
37 C 3.670 -3.645 -0.573  -0.153
38 C 5.039 -3.235 -0.433  -0.031
39 C 5.408 -2.361 0.524  -0.029
40 C 4.438 -1.807 1.426  -0.146
41 C 4.769 -0.840 2.381  0.043
42 C 3.798 -0.316 3.206  -0.202
43 C 2.484 -0.799 3.025  -0.093
44 N 2.147 -1.703 2.141  0.170
45 C 3.094 -2.204 1.333  -0.154
46 C 4.110 0.675 4.247  -0.466
47 C 5.338 1.071 4.701  -0.132
48 C 5.273 2.033 5.745  -0.202
49 C 3.994 2.353 6.076  -0.431
50 S 2.863 1.493 5.123  1.046
51 C 3.236 -4.487 -1.605  0.038
52 H -0.626 -7.046 -5.314  0.058
53 H 1.811 -8.035 -5.170  0.088
54 H 3.177 -6.885 -3.236  0.101
55 H -0.019 -4.602 -0.735  0.105
56 H 5.769 -3.635 -1.130  0.109
57 H 6.442 -2.048 0.624  0.110
58 H 5.798 -0.504 2.450  0.119
59 H 1.672 -0.419 3.641  0.086
60 H 6.266 0.694 4.296  0.103
61 H 6.144 2.465 6.219  0.093
62 H 3.645 3.046 6.824  0.056
63 H 3.956 -4.836 -2.338  0.119
64 Br -1.449 -4.829 3.039  0.721
65 C -1.571 -2.954 3.292  -0.660
66 C -2.369 -2.461 4.305  -0.136
67 C -2.424 -1.088 4.476  -0.073
68 C -1.667 -0.290 3.635  -0.158
69 N -0.886 -0.768 2.673  0.089
70 C -0.842 -2.088 2.484  -0.193
71 H -2.926 -3.134 4.943  0.092
72 H -3.042 -0.650 5.249  0.096
73 H -1.691 0.791 3.734  0.100
74 H -0.193 -2.467 1.706  0.061
75 N -4.486 -3.378 0.123  0.151
76 C -3.305 -3.204 -0.519  -0.618
77 O -2.236 -3.353 0.045  0.015
78 C -3.291 -2.801 -1.976  -0.552
79 I -5.102 -2.970 -3.090  0.773
80 H -4.433 -3.469 1.123  0.103
81 H -5.351 -3.076 -0.288  0.026
82 H -2.548 -3.389 -2.502  0.026
83 H -2.996 -1.756 -2.032  0.028
84 C 0.922 -0.882 -4.198  -0.141
85 S -0.603 -1.599 -3.630  0.287
86 O -1.142 -2.364 -4.746  -0.369
87 O -0.228 -2.441 -2.486  -0.482
88 O -1.454 -0.477 -3.234  -0.500
89 H 1.467 -1.652 -4.743  0.064
90 H 1.486 -0.567 -3.322  0.022
91 H 0.693 -0.033 -4.839  0.072
92 C -9.207 4.504 -0.510  -0.046
93 C -9.872 4.883 0.791  -0.757
94 O -10.958 5.410 0.837  -0.035
95 S -9.019 4.607 2.334  1.000
96 C -7.621 3.594 1.942  -0.603
97 C -7.782 2.229 1.704  -0.122
98 C -6.689 1.439 1.403  -0.039
99 C -5.385 1.974 1.336  -0.285
100 C -5.247 3.344 1.632  -0.041
101 C -6.340 4.140 1.923  -0.121
102 C -4.275 1.173 0.976  -0.257
103 C -3.325 0.469 0.608  -0.079
104 H -9.164 5.399 -1.132  0.086
105 H -9.831 3.772 -1.023  0.089
106 H -8.210 4.098 -0.378  0.061
107 H -8.775 1.797 1.748  0.101
108 H -6.819 0.382 1.212  0.108
109 H -4.253 3.774 1.614  0.105
110 H -6.210 5.196 2.131  0.096
111 Br 3.883 4.898 2.188  0.698
112 C 2.223 3.997 1.989  -0.667
113 C 1.043 4.671 2.237  -0.130
114 C -0.144 3.970 2.090  -0.061
115 C -0.088 2.637 1.707  -0.143
116 N 1.060 1.999 1.493  0.100
117 C 2.205 2.659 1.622  -0.197
118 H 1.055 5.712 2.531  0.094
119 H -1.097 4.452 2.271  0.098
120 H -0.994 2.053 1.556  0.082
121 H 3.116 2.121 1.390  0.082

Values from the calculation:
Charge ... -2
HOMO level ... -3.222 eV
Orbital gap ... 6.66 eV